(1)
A cluster of 3 separate species, C4H9O6 in total, computed with wB97M-V/def2-TZVPD.

As for the multiplicity: 1. The value obtained for the energy above the lowest of the compared OMol25 structures with the same formula, charge and spin is 0.00 kcal/mol. The total charge is -1. The energy is -16581.60400 eV. The value obtained for the orbital gap is 0.2905 Ha.

Geometry as XYZ:
```
19
Properties=species:S:1:pos:R:3:forces:R:3
O 1.438 2.240 -0.231 0.5 1.1 0.3
O -1.848 -1.623 -2.116 0.2 0.2 -0.6
O -1.384 -1.335 0.475 0.1 0.9 0.3
O 0.485 3.215 1.507 0.2 0.3 0.0
O 0.157 -2.619 1.384 0.7 0.7 0.4
O 0.923 -0.018 -2.268 0.2 -0.4 -0.5
C 0.489 -0.174 1.594 -0.9 -1.4 -1.8
C -0.259 1.006 0.983 -0.6 1.2 2.2
C -0.296 -1.494 1.099 0.2 -1.0 -0.6
C 0.566 2.243 0.803 0.0 -0.5 -0.5
H 0.352 -0.318 2.658 0.3 0.7 0.3
H 1.330 -0.769 -2.729 0.2 0.4 0.4
H -0.925 1.331 1.788 -0.4 0.0 -0.3
H -0.911 0.771 0.147 0.5 -0.3 -0.3
H -0.009 -0.197 -2.443 -0.5 0.1 0.4
H 1.472 1.436 -0.745 -0.5 -0.8 -0.2
H 1.554 -0.095 1.316 -0.3 -0.8 0.2
H -1.942 -1.272 -1.204 0.4 -0.5 0.2
H -1.192 -2.328 -2.017 -0.3 0.2 0.3
```
Forces are in eV/Å.

=====

(2)
A cluster of 2 separate species, C4H9OP in total, computed with wB97M-V/def2-TZVPD.

As for the multiplicity: 1. The value obtained for the energy above the lowest of the compared OMol25 structures with the same formula, charge and spin is 101.92 kcal/mol. The energy is -15625.21475 eV. The value obtained for the orbital gap is 0.3881 Ha.

Geometry as XYZ:
```
15
Properties=species:S:1:pos:R:3:forces:R:3
P 1.872 1.290 -0.263 -0.2 -2.6 0.8
O 0.461 -1.174 -0.044 -0.4 2.3 -0.5
C 0.314 -2.469 0.580 -0.4 1.9 2.1
C -1.341 1.496 -0.955 0.5 6.4 -4.2
C 0.360 0.279 0.383 2.4 -0.4 4.1
C -0.971 0.770 -0.024 1.5 -5.5 3.5
H 1.321 1.350 -1.522 -0.2 0.6 -0.9
H 0.574 0.606 1.790 -0.8 -1.6 -3.8
H 1.336 -2.701 0.835 0.1 -0.8 0.4
H 1.291 2.360 0.350 -0.5 1.3 0.0
H -2.267 1.441 -1.388 -2.5 -0.2 -0.6
H -0.353 -2.485 1.511 0.9 0.2 -1.2
H -0.098 -3.178 -0.118 -0.1 0.1 -0.5
H -0.813 2.402 -1.338 0.2 -1.1 0.1
H -1.685 0.012 0.203 -0.7 -0.7 0.7
```
Forces are in eV/Å.

=====

(3)
The molecule C4H9OP, computed with wB97M-V/def2-TZVPD.

As for the multiplicity: 1. The value obtained for the energy above the lowest of the compared OMol25 structures with the same formula, charge and spin is 24.63 kcal/mol. Its SMILES is CC(=O)[C@H](C)P. The energy is -15628.56641 eV. The value obtained for the orbital gap is 0.3798 Ha.

Geometry as XYZ:
```
15
Properties=species:S:1:pos:R:3:forces:R:3
P -0.781 1.029 -1.472 2.0 -1.8 -0.1
O 1.926 -1.225 0.602 0.3 1.8 0.9
C 0.950 -0.783 0.047 -0.9 -0.7 -0.7
C 0.242 -1.789 -0.793 -0.3 1.2 -0.9
C -0.192 1.011 1.470 0.2 -4.2 -0.7
C 0.332 0.673 0.063 -0.6 -1.3 0.1
H -1.095 0.371 1.631 0.5 0.7 0.1
H 0.524 0.743 2.245 0.3 -0.3 -0.1
H 0.952 -2.534 -1.019 1.0 -0.6 -1.1
H -0.273 -1.299 -1.630 0.2 -0.8 0.0
H -1.953 0.573 -0.971 -1.4 -0.2 0.6
H -0.963 2.355 -1.325 -0.4 1.6 0.6
H -0.408 -2.384 -0.227 -1.6 -0.3 1.1
H -0.384 1.984 1.620 -1.1 3.5 0.2
H 1.122 1.275 -0.241 1.9 1.4 0.0
```
Forces are in eV/Å.

=====

(4)
The molecule C4H9OPS, computed with wB97M-V/def2-TZVPD.

As for the multiplicity: 1. The value obtained for the energy above the lowest of the compared OMol25 structures with the same formula, charge and spin is 52.93 kcal/mol. Its SMILES is S=[PH2][C@@H]1CCOC1. The energy is -26464.15804 eV. The value obtained for the orbital gap is 0.3420 Ha.

Geometry as XYZ:
```
16
Properties=species:S:1:pos:R:3:forces:R:3
S 3.087 1.701 0.500 -0.4 -0.3 -0.4
P 1.827 0.373 -0.233 0.8 1.5 1.4
O -1.961 0.224 -0.380 0.2 -0.4 0.5
C -0.372 -1.139 0.564 -0.3 1.1 -0.5
C -0.994 1.145 0.157 1.0 0.0 -0.5
C -1.147 -0.895 -0.766 0.6 0.6 -0.1
C 0.235 0.325 0.758 -1.1 -2.3 -0.9
H -0.612 1.700 -0.729 -0.3 0.3 0.8
H 0.345 -1.976 0.603 -0.3 0.4 0.0
H -0.523 -0.443 -1.578 0.2 -0.9 0.5
H -1.449 1.781 0.929 0.1 -0.1 -0.6
H -1.145 -1.178 1.359 0.4 -0.7 -0.5
H 2.429 -0.923 -0.165 -0.8 0.2 -0.3
H 1.544 0.613 -1.616 -0.2 -0.5 0.6
H 0.393 0.435 1.845 0.4 0.6 -0.7
H -1.656 -1.743 -1.249 -0.4 0.5 0.7
```
Forces are in eV/Å.

=====

(5)
A cluster of 2 separate species, C4H9OS in total, computed with wB97M-V/def2-TZVPD.

As for the multiplicity: 1. The value obtained for the energy above the lowest of the compared OMol25 structures with the same formula, charge and spin is 21.07 kcal/mol. The total charge is -1. The energy is -17176.46678 eV. The value obtained for the orbital gap is 0.2121 Ha.

Geometry as XYZ:
```
15
Properties=species:S:1:pos:R:3:forces:R:3
S -1.030 0.724 1.626 -0.4 0.0 0.3
O -1.388 -1.950 -2.430 0.4 -0.1 -0.2
C 1.123 1.793 0.265 -0.3 0.0 0.1
C -1.120 -1.446 -1.169 -0.2 -0.4 0.3
C 0.681 1.308 1.650 0.1 0.2 -0.3
C -0.200 -1.989 -0.388 -0.2 -0.3 -0.2
H -1.728 -0.616 -0.836 0.0 0.1 0.1
H 2.173 2.117 0.235 0.0 -0.1 -0.1
H 0.487 2.628 -0.041 0.1 0.1 0.0
H 1.368 0.519 1.979 0.0 0.0 0.1
H 0.364 -2.836 -0.762 0.1 0.0 0.1
H 0.927 1.000 -0.458 0.3 0.0 -0.1
H -0.141 -1.663 0.644 0.3 0.3 -0.2
H 0.768 2.141 2.356 0.1 -0.1 0.1
H -2.285 -1.730 -2.672 -0.2 0.2 0.0
```
Forces are in eV/Å.

=====

(6)
The ion C4H9OS with charge -1, computed with wB97M-V/def2-TZVPD.

As for the multiplicity: 1. The value obtained for the energy above the lowest of the compared OMol25 structures with the same formula, charge and spin is 42.67 kcal/mol. Its SMILES is [O-]CCCCS. The total charge is -1. The energy is -17175.53038 eV. The value obtained for the orbital gap is 0.1871 Ha.

Geometry as XYZ:
```
15
Properties=species:S:1:pos:R:3:forces:R:3
S 0.661 0.596 3.126 0.6 0.0 0.9
O -1.237 -0.789 -2.930 0.2 -0.5 1.0
C -0.209 -0.911 -2.034 0.0 0.8 -1.8
C 0.602 0.080 0.356 0.3 -0.5 -1.7
C -0.061 0.803 1.497 -2.1 -0.7 0.0
C -0.206 0.303 -1.036 -1.3 0.0 1.8
H -0.146 -1.808 -1.363 -0.5 -0.1 0.0
H -1.145 0.425 1.593 1.5 0.7 -0.3
H 0.578 -1.014 0.630 0.2 0.9 -0.5
H 0.183 -0.609 3.511 0.0 0.3 -0.4
H -0.125 1.880 1.361 0.1 0.1 -0.1
H 0.724 -1.027 -2.682 0.2 0.5 1.0
H -1.377 0.368 -0.786 2.4 0.0 -0.4
H 1.693 0.393 0.206 -1.4 -0.4 0.4
H 0.067 1.310 -1.449 -0.1 -1.0 0.0
```
Forces are in eV/Å.

=====

(7)
A cluster of 2 separate species, C4H9OS in total, computed with wB97M-V/def2-TZVPD.

As for the multiplicity: 2. The value obtained for the energy above the lowest of the compared OMol25 structures with the same formula, charge and spin is 15.30 kcal/mol. The energy is -17174.19275 eV. The value obtained for the orbital gap (spin up / spin down) is 0.3829 / 0.2528 Ha.

Geometry as XYZ:
```
15
Properties=species:S:1:pos:R:3:forces:R:3
S 0.210 -1.881 -0.633 -0.2 -0.6 -0.3
O 0.888 2.299 -0.609 0.6 -2.1 1.5
C -1.090 -1.143 0.329 -1.0 -0.2 0.8
C 1.203 1.439 0.227 -0.6 2.9 -0.9
C 2.198 0.356 0.048 -1.7 -0.1 -0.4
C -2.048 -0.272 -0.462 0.2 0.6 -0.8
H -2.474 -0.869 -1.268 -0.1 0.1 0.0
H -1.523 0.586 -0.939 -0.3 -0.5 0.3
H -2.871 0.134 0.132 0.2 -0.1 0.1
H -1.668 -1.999 0.776 0.6 0.7 -0.2
H 2.800 0.331 0.951 -0.2 -0.8 0.2
H -0.660 -0.569 1.165 0.0 -0.4 -0.1
H 2.822 0.626 -0.784 0.1 -0.4 -0.7
H 1.430 -0.575 -0.189 2.3 1.4 0.6
H 0.783 1.538 1.257 -0.1 -0.2 -0.3
```
Forces are in eV/Å.

=====

(8)
A cluster of 2 separate species, C4H9OS in total, computed with wB97M-V/def2-TZVPD.

As for the multiplicity: 1. The value obtained for the energy above the lowest of the compared OMol25 structures with the same formula, charge and spin is 112.00 kcal/mol. The total charge is +1. The energy is -17162.98407 eV. The value obtained for the orbital gap (spin up / spin down) is 0.3554 / 0.3412 Ha.

Geometry as XYZ:
```
15
Properties=species:S:1:pos:R:3:forces:R:3
S 0.095 -0.783 0.142 0.0 0.4 -0.1
O -0.095 -2.172 0.418 0.0 -0.6 0.1
C 0.878 0.079 1.512 -0.2 0.1 -0.4
C 1.129 -0.513 -1.312 -0.3 0.3 0.4
C -1.424 0.038 -0.135 1.6 1.8 -0.2
C -2.664 -0.336 -0.123 -0.4 -0.6 0.1
H 2.171 -0.608 -1.021 0.0 0.0 0.2
H 0.888 -1.273 -2.049 -0.3 -0.1 0.1
H -3.497 0.328 -0.296 0.0 0.3 -0.1
H -0.819 2.298 -0.489 -0.4 -1.3 0.2
H 1.107 1.094 1.207 0.0 0.1 -0.1
H 0.925 0.478 -1.707 0.0 0.1 0.0
H 1.782 -0.458 1.789 0.1 -0.2 -0.2
H 0.192 0.081 2.355 -0.2 -0.1 -0.1
H -2.940 -1.372 0.062 0.1 -0.1 0.0
```
Forces are in eV/Å.